(1)
The following is a DFT calculation (the ωB97M-V functional and the def2-TZVPD basis) of C35H55N4OP2Sn as an isolated structure.

The geometry in XYZ format:
```
98
Properties=species:S:1:pos:R:3:forces:R:3:lowdin_charge:R:1
H 4.279 -1.729 3.805 -0.1414 0.2155 -0.1777 0.1154
H 4.074 -3.056 1.479 -0.0971 0.2454 -0.1750 0.1170
C 4.913 1.376 1.075 0.1222 -0.1720 0.2405 -0.0595
C -3.433 1.222 1.646 0.1702 0.1824 0.1415 -0.0711
C -2.311 -3.612 3.304 0.0255 -0.0171 0.0158 0.0479
H 1.167 -2.384 2.081 0.1339 -0.0193 0.0575 0.0550
H 5.446 0.416 1.038 -0.1670 0.3466 0.0175 0.0833
H 1.416 5.237 -3.067 -0.1143 -0.2514 0.1541 0.1170
H 2.409 1.879 3.044 -0.2703 -0.2226 -0.2392 0.1164
C -1.672 2.352 -0.868 0.9855 -0.0092 -1.3624 -0.2689
H 1.480 -1.521 3.604 0.1046 -0.1607 -0.1237 0.0833
C 0.326 3.082 -4.421 0.1833 -0.2505 -0.3086 -0.0104
H -3.369 1.183 -4.500 0.0978 0.0590 0.3289 0.1231
C -0.587 4.396 2.132 -0.2225 -0.0841 -0.2233 0.0258
H 1.400 3.182 -4.626 -0.2988 -0.1128 -0.0528 0.0993
H -4.500 2.458 -0.931 -0.1583 -0.2184 0.2286 0.0759
H -4.991 -0.162 -2.362 0.2916 -0.2090 -0.1355 0.0753
H 2.399 -2.984 3.208 -0.1147 0.3136 -0.1369 0.1162
H 2.860 0.913 -1.695 0.2878 -0.0012 0.1288 0.0481
N 0.564 1.372 -1.900 0.5420 -0.5658 0.0511 -0.0238
H -0.744 -0.078 -3.324 -0.1849 -0.0897 -0.1274 0.0479
C 1.949 -2.075 2.780 -0.1853 0.0510 0.0109 -0.0850
C -3.862 0.693 0.269 0.1838 -0.4985 0.4623 -0.6232
H 5.552 2.115 0.566 -0.2975 -0.1818 0.0886 0.1174
H -3.848 2.102 -3.060 0.2093 -0.1533 -0.1449 0.0937
H -1.109 -0.414 3.249 -0.1188 -0.4588 -0.0978 0.1213
H -1.547 -1.588 -2.822 -0.1109 0.0740 -0.0905 0.0708
H -2.400 -4.852 1.516 0.0115 0.1480 0.2202 0.1335
C 3.757 0.757 -1.079 0.0153 -0.1648 -0.1405 -0.0806
C -0.170 2.342 -2.082 -1.4612 -0.2243 1.6759 -0.2440
H -5.644 1.089 -0.969 0.2981 0.2185 0.1702 0.0879
P 2.302 0.244 1.250 0.6055 0.1263 0.5046 1.0998
C 0.957 -2.398 -1.376 0.2456 -2.7272 -1.8558 0.0015
C -4.923 1.631 -0.343 -0.2314 0.1994 -0.1630 -0.0415
H 2.950 3.266 1.188 0.0485 -0.0885 -0.2538 0.0957
H -0.980 5.360 -3.650 -0.0514 -0.2324 0.2199 0.1176
H -4.291 1.139 2.331 0.2514 0.0401 -0.2782 0.1161
H -1.974 -0.826 -4.371 0.1424 0.0221 0.3864 0.1167
C 4.074 -0.850 3.177 0.2650 0.2045 0.0738 -0.0551
C -2.126 -3.897 1.957 0.1761 0.3628 -0.3122 0.0064
H 0.993 4.715 -1.414 0.1167 0.0045 -0.2071 0.0902
H -2.088 4.016 -3.350 0.0927 0.2079 0.0306 0.0781
H -4.278 -0.990 -3.751 0.1279 0.1250 0.3090 0.1162
H -3.134 2.277 1.615 -0.1052 -0.2736 0.0572 0.0822
C -1.694 -0.623 -3.324 0.1266 0.0593 0.0024 -0.0974
H -2.127 2.042 -3.566 -0.3756 -0.1992 -0.0784 0.0503
C 0.263 3.468 2.728 0.4130 -0.3739 -0.1315 0.0222
C -1.036 2.798 0.391 -0.1337 -0.1296 0.5178 -0.3383
H -3.963 -1.612 -2.121 -0.0903 0.2002 -0.1928 0.0887
C -1.221 4.074 0.935 0.0328 -0.1587 -0.1751 0.0154
N -0.210 1.905 1.002 0.0439 -0.0795 -0.6497 -0.0139
H -3.586 -1.472 0.527 -0.2860 0.1278 0.0150 0.0542
C -2.836 0.185 -2.674 0.2612 -0.2836 -0.0619 -0.6377
H -2.740 -4.342 3.990 0.1074 0.1123 -0.1890 0.1494
C 0.023 3.584 -2.996 -0.2927 -0.3308 0.1563 -0.5466
C 3.567 1.328 0.339 -0.0919 0.0207 -0.5615 -0.6509
P -2.351 0.630 -0.879 -0.3478 1.0867 -0.5882 1.1302
H -2.390 3.067 -1.276 0.2241 -0.2140 0.0693 0.0894
H 2.108 3.731 -2.410 -0.1871 0.2187 -0.0323 0.0824
C 0.503 2.256 2.087 -0.0925 0.1536 0.2368 -0.3152
O 1.115 -3.368 -1.959 -0.3761 2.7878 1.7225 0.1676
H -5.495 2.090 0.478 0.1834 -0.1798 -0.1969 0.1133
H 3.686 -0.059 3.834 0.1304 -0.2417 -0.0773 0.0923
H -2.615 0.625 2.069 -0.2176 0.2254 -0.0937 0.0495
C -3.058 1.466 -3.482 0.0164 0.2365 -0.0422 -0.0569
C -1.554 -2.915 1.141 -0.0508 -0.1510 0.3258 -0.1542
C 1.209 4.362 -2.434 0.4852 -0.0413 0.3051 -0.0369
H 3.700 3.342 -0.421 -0.2049 -0.2509 0.2313 0.1176
C 1.590 1.301 2.581 -0.5632 -0.0662 0.1396 -0.2259
Sn 0.134 -0.031 -0.262 -0.2971 1.7888 0.6542 1.1384
N -2.130 -1.743 6.326 0.2584 -0.6403 -2.9504 0.2155
C -1.182 4.509 -2.986 -0.3369 0.1459 0.0032 -0.0438
H 0.786 3.667 3.660 -0.1067 0.1719 -0.2062 0.1413
C -2.045 -2.016 5.188 -0.3056 0.5951 2.6293 -0.1413
H 4.807 1.702 2.120 0.1021 -0.1041 -0.2741 0.0952
C -1.402 -1.413 2.903 0.2498 -0.3758 -0.3236 -0.1125
H 1.182 0.647 3.373 0.1912 0.1688 -0.2757 0.1000
H -1.881 4.774 0.415 0.2754 -0.1657 0.2811 0.1388
H 4.585 -1.637 0.547 -0.2703 -0.1735 0.1290 0.0831
H 3.003 -2.405 0.216 0.2284 0.0309 0.2258 0.0513
H -0.747 5.372 2.585 0.0184 -0.1791 -0.0177 0.1407
C 3.717 -2.128 1.007 0.2087 -0.0231 0.0334 -0.0654
H 2.027 2.760 -0.264 0.3154 0.1155 0.1147 0.0455
N -1.197 -1.708 1.605 0.2909 0.3835 -0.1117 -0.0290
C -1.928 -2.355 3.790 0.0320 0.2258 -0.0955 -0.1759
C -4.095 -0.692 -2.706 -0.1838 -0.1107 0.0987 -0.0687
H 3.999 -0.316 -1.075 0.0403 0.2993 -0.0233 0.0744
H -1.377 -3.106 0.075 -0.1098 0.0252 0.4069 0.1047
H 5.035 -0.526 2.763 -0.3486 -0.0991 0.1698 0.0758
C 3.060 -1.261 2.097 -0.1720 -0.3193 -0.2554 -0.6649
H 0.061 2.023 -4.552 0.0582 0.3278 -0.0671 0.0780
H 4.599 1.288 -1.552 -0.3000 -0.2063 0.1183 0.1155
H -0.225 3.670 -5.167 0.1926 -0.1557 0.2283 0.1053
H -5.098 -1.041 -0.321 0.2846 0.0717 0.2810 0.0800
C 3.016 2.757 0.216 -0.2976 0.0405 0.0847 -0.0774
H -4.949 -0.783 1.422 0.1256 0.0400 -0.2926 0.1080
H -1.362 4.903 -1.979 -0.0279 0.0585 -0.1872 0.0793
C -4.401 -0.739 0.469 -0.2334 -0.2250 0.0032 -0.0695
```
Positions in Å, forces in eV/Å.

- LUMO energy (alpha / beta): -10.87 / -10.87 eV
- 2S+1: 1
- HOMO-LUMO gap (alpha / beta): 5.77 / 5.77 eV
- Net charge: +3
- E_HOMO (alpha / beta): -16.640 / -16.639 eV

(2)
The following is a DFT calculation (the ωB97M-V functional and the def2-TZVPD basis) of one molecule with the formula C3H4Br3P.

The geometry in XYZ format:
```
11
Properties=species:S:1:pos:R:3:forces:R:3:lowdin_charge:R:1
Br -1.430 2.026 -1.591 -0.1152 -0.2085 0.1689 0.2034
Br -0.965 -3.010 -0.634 0.5466 0.4664 -0.0817 0.6291
P -1.820 0.249 -0.252 0.7531 -0.2832 -0.4800 0.1861
H 1.347 -1.848 -0.620 -0.0777 -0.4401 0.3813 0.0578
C 1.047 0.661 0.389 -2.0304 -1.6886 0.0943 -0.1401
C -0.015 -0.304 -0.224 -0.4023 0.2682 0.9630 -0.7035
H 0.781 0.451 1.469 1.6267 0.2381 -0.8387 0.0773
H 0.848 1.703 0.264 -0.3006 0.6067 -0.5160 0.0199
Br -2.088 1.266 1.722 0.2466 -0.0901 -0.0502 0.2022
C 0.311 -1.593 -0.430 -0.7506 1.1757 -0.5823 -0.6081
H 1.983 0.400 -0.094 0.5038 -0.0446 0.9415 0.0760
```
Positions in Å, forces in eV/Å.

- LUMO energy: -0.14 eV
- 2S+1: 1
- HOMO-LUMO gap: 9.32 eV
- SMILES: C/C(=C/Br)P(Br)Br
- E_HOMO: -9.458 eV

(3)
The following is a DFT calculation (the ωB97M-V functional and the def2-TZVPD basis) of C11H15InN3OTe as an isolated structure.

The geometry in XYZ format:
```
32
Properties=species:S:1:pos:R:3:forces:R:3:lowdin_charge:R:1
Te -3.367 -0.445 0.406 1.0253 -0.0925 0.0495 0.1246
N 2.463 1.269 -1.024 0.0234 0.0880 -0.1232 0.1006
N -0.186 1.949 0.301 -0.0173 -0.6298 0.0107 0.0201
H -1.725 -5.904 1.159 0.0545 0.0361 -0.0937 0.1327
C -1.963 -5.305 0.277 -0.6643 -0.7672 0.0384 -0.2003
C 3.986 0.137 0.456 -0.1147 -0.2361 0.1067 0.0337
H -1.554 4.620 1.784 -0.0611 0.0151 0.0686 0.1174
C -1.104 -4.165 0.245 0.7661 0.8347 -0.0501 -0.1919
H 0.784 4.366 -1.799 0.0426 0.0198 -0.0952 0.1197
H -1.772 -5.917 -0.609 0.0628 0.0329 0.0790 0.1325
H 3.265 1.838 -1.250 0.0338 -0.1220 0.1078 0.1613
C -0.998 4.060 1.050 0.1374 0.0170 -0.1598 -0.0218
H 4.725 0.041 -0.336 0.0198 0.0084 -0.0690 0.0971
C -3.425 -4.841 0.312 -0.0364 -0.0499 0.0146 -0.0810
H 0.625 0.725 -1.840 0.1830 0.2078 -0.1472 0.1133
C 2.603 0.298 -0.115 0.6695 0.5807 -0.3588 -0.4889
O 1.674 -0.432 0.232 -1.5252 -0.8482 0.4049 -0.0761
H -4.072 -5.713 0.326 -0.0778 -0.0537 0.0055 0.0823
C 1.202 1.639 -1.646 -0.3471 -0.0281 0.1710 -0.0927
H 4.244 1.005 1.060 -0.0247 0.0949 0.0279 0.1001
H -3.660 -4.243 -0.565 -0.0324 0.0294 -0.0047 0.0783
H -1.301 2.145 2.002 -0.1092 0.1115 -0.0445 0.1030
C -0.410 4.682 -0.041 -0.0336 -0.1544 0.1252 -0.0255
H 1.415 2.136 -2.593 -0.0310 -0.1373 0.0509 0.1369
H 4.017 -0.747 1.086 -0.0214 0.0030 -0.0291 0.0962
C 0.309 3.913 -0.943 -0.0284 -0.1928 0.0400 0.0021
In -0.720 -0.635 0.396 0.1101 0.3867 -0.2024 0.5109
C 0.398 2.542 -0.737 0.1313 0.2694 -0.3191 -0.2607
H -0.508 5.748 -0.185 0.0037 0.0528 -0.0082 0.1202
C -0.857 2.688 1.174 -0.2143 0.0749 0.3600 -0.1350
H -3.618 -4.244 1.201 -0.0269 0.0197 -0.0110 0.0768
N -0.468 -3.210 0.215 0.1024 0.4291 0.0549 0.1140
```
Positions in Å, forces in eV/Å.

- LUMO energy: -4.40 eV
- 2S+1: 1
- HOMO-LUMO gap: 6.16 eV
- Net charge: +1
- E_HOMO: -10.559 eV

The molar mass results, record by record, are as follows: 728.5, 310.8, 447.7 g/mol.
The energy above the lowest of the compared OMol25 structures with the same formula, charge and spin results, record by record, are as follows: 0.0, 4.9, 15.6 kJ/mol.